Record 1
{
  "formula": "C6H13ISi",
  "method": "wB97M-V/def2-TZVPD",
  "species": ["C", "C", "C", "C", "C", "C", "Si", "I", "H", "H", "H", "H", "H", "H", "H", "H", "H", "H", "H", "H", "H"],
  "coordinates": [[-0.578220, 0.856534, -1.695388], [0.092369, 0.683128, -0.614931], [-1.875670, 1.526413, -2.172696], [0.509514, 1.063797, 2.471641], [2.316138, -0.770638, 0.593802], [-0.654143, -1.752154, 1.017683], [0.484527, -0.170951, 0.979554], [-1.126140, -2.451205, -3.955427], [-0.096866, 0.520551, -2.745506], [-1.448224, 2.517866, -2.630159], [-2.340759, 0.781460, -2.744112], [-2.520797, 1.664041, -1.238701], [1.089450, 2.072881, 2.155186], [-0.473981, 1.415677, 2.618803], [1.096097, 0.600068, 3.238506], [2.375478, -1.244553, -0.326089], [2.892127, 0.046094, 0.600185], [2.670037, -1.499796, 1.221482], [-1.621278, -1.456478, 1.362988], [-0.588473, -2.064524, 0.058229], [-0.201184, -2.338212, 1.804950]],
  "forces_ev_per_angstrom": [[1.6, -0.5, -1.1], [-1.8, 0.5, -1.6], [1.3, 2.1, 3.1], [2.1, 1.8, -3.4], [-4.2, -0.2, 0.1], [1.3, 3.4, 3.3], [1.6, -1.4, 0.8], [0.2, 0.7, 0.4], [-0.2, -0.4, 1.8], [-1.6, -1.9, 0.5], [-0.6, -0.5, -1.6], [0.8, 0.4, -1.4], [-1.0, -2.4, 0.5], [-1.1, 0.0, 1.1], [-0.3, -0.1, 0.9], [-0.1, -0.6, -2.2], [2.5, 3.1, 0.0], [0.7, -1.5, 2.2], [-0.9, -0.1, -0.2], [-0.1, -1.7, -2.9], [0.1, -0.7, -0.2]],
  "lowdin_charge": [-0.219, 0.087, -0.051, -0.171, -0.120, -0.125, 0.615, -0.598, 0.156, 0.136, 0.034, 0.104, 0.092, -0.006, 0.015, 0.020, -0.016, 0.010, 0.023, -0.018, 0.034],
  "spin_multiplicity": 1,
  "homo_ev": [-7.12, -7.13],
  "charge": 0,
  "homo_lumo_gap_ev": [3.96, 3.98]
}

---

Record 2
{
  "formula": "C6H13IrO4",
  "method": "wB97M-V/def2-TZVPD",
  "species": ["O", "C", "C", "O", "C", "Ir", "H", "H", "H", "H", "H", "H", "H", "O", "C", "O", "C", "C", "H", "H", "H", "H", "H", "H"],
  "coordinates": [[2.483137, 0.001871, -1.248010], [1.971425, 0.931028, -0.388767], [1.604248, 0.408009, 0.952974], [2.388700, -0.709087, 1.302771], [2.024567, -1.333413, 2.514839], [3.147396, -1.650053, -0.492578], [2.632519, 1.814519, -0.278313], [1.666951, 1.166318, 1.749233], [2.712666, -2.173701, 2.672790], [2.115858, -0.631318, 3.357862], [0.992569, -1.713435, 2.452261], [0.797853, 1.404896, -0.805657], [0.278966, 0.334057, 0.887194], [-0.916086, 1.640018, -0.778903], [-3.931151, -1.505492, 1.065909], [-3.131247, -0.350085, 1.140771], [-2.483093, -0.041666, -0.059463], [-1.479929, 1.058226, 0.187989], [-4.385105, -1.678557, 2.050048], [-4.729142, -1.374183, 0.318751], [-3.322775, -2.384593, 0.786054], [-3.205380, 0.290685, -0.829617], [-1.940206, -0.916962, -0.467926], [-1.759837, 1.695566, 1.054847]],
  "forces_ev_per_angstrom": [[-0.3, 0.4, -0.8], [-2.9, 2.7, -1.0], [-3.4, 1.2, 0.7], [-0.9, 0.5, 0.5], [-0.2, -0.6, 0.7], [1.0, -1.8, -0.6], [-0.2, -0.3, -0.2], [0.3, -0.1, -0.2], [-0.2, 0.3, -0.1], [-0.1, -0.1, -0.3], [0.3, 0.1, 0.0], [3.8, -1.1, 0.8], [3.4, -1.2, 0.6], [-1.0, -1.9, 2.4], [-0.1, -0.3, -0.2], [0.2, 0.2, 0.4], [0.8, -1.1, -0.2], [-1.4, 3.4, -3.1], [0.2, 0.1, -0.3], [0.1, -0.1, 0.1], [-0.2, 0.2, 0.1], [0.3, 0.1, 0.2], [-0.3, 0.1, 0.0], [0.9, -0.6, 0.4]],
  "lowdin_charge": [-0.491, -0.381, -0.247, -0.461, -0.103, 0.885, 0.118, 0.130, 0.086, 0.100, 0.100, 0.163, 0.159, -0.037, -0.109, -0.197, -0.208, -0.214, 0.093, 0.092, 0.093, 0.146, 0.140, 0.143],
  "spin_multiplicity": 5,
  "homo_ev": [-6.72, -8.65],
  "charge": 0,
  "homo_lumo_gap_ev": [6.58, 7.73]
}

---

Record 3
{
  "formula": "C6H13MnO3",
  "method": "wB97M-V/def2-TZVPD",
  "species": ["C", "O", "C", "C", "O", "Mn", "H", "H", "H", "H", "H", "H", "C", "C", "O", "C", "H", "H", "H", "H", "H", "H", "H"],
  "coordinates": [[-1.411233, -0.945735, 2.474363], [-2.235684, -0.637208, 1.469143], [-2.092610, 0.636119, 0.829156], [-1.308639, 0.487287, -0.452456], [-0.000240, -0.035452, -0.163974], [0.367693, -1.477641, 1.044691], [-0.969339, -0.113251, 3.039241], [-1.689320, -1.872436, 2.984325], [-1.611072, 1.347616, 1.512819], [-3.103678, 0.982308, 0.588629], [-1.203913, 1.479097, -0.905923], [-1.800633, -0.207590, -1.144657], [1.084725, 0.457257, -0.968958], [2.409340, 0.254308, -0.300837], [0.990409, 1.864757, -1.114805], [1.546515, 2.457728, -2.275267], [1.050676, -0.074001, -1.934216], [2.191304, 0.792629, 0.684573], [2.604172, -0.820950, -0.151468], [0.719626, 2.629192, -2.971379], [2.031443, 3.415426, -2.033025], [2.283606, 1.787090, -2.743914], [3.276057, 0.767350, -0.729893]],
  "forces_ev_per_angstrom": [[-0.3, -0.1, 0.1], [0.3, -0.6, 0.3], [0.0, 0.9, -0.1], [-1.3, 0.2, -0.5], [0.6, 0.8, -0.1], [0.4, -0.7, 0.9], [-0.1, -0.2, -0.1], [0.0, 0.2, -0.1], [-0.1, -0.1, -0.1], [0.2, -0.1, 0.1], [0.1, -0.3, 0.0], [0.1, 0.2, 0.1], [1.9, 2.3, -2.9], [-1.3, -0.1, 2.8], [-1.2, -1.4, 1.5], [0.1, 0.0, -1.3], [-0.4, 0.3, 0.0], [0.9, -0.8, -0.7], [0.5, -0.1, 0.1], [0.3, 0.1, -0.1], [-0.3, -0.5, 0.2], [-0.1, 0.3, 0.1], [-0.4, -0.4, -0.3]],
  "lowdin_charge": [-0.055, -0.067, -0.091, -0.084, -0.255, 1.378, 0.118, 0.116, 0.158, 0.173, 0.161, 0.164, -0.420, 0.015, -0.148, -0.032, 0.182, 0.138, 0.087, 0.107, 0.119, 0.107, 0.129],
  "spin_multiplicity": 7,
  "homo_ev": [-17.39, -17.40],
  "charge": 2,
  "homo_lumo_gap_ev": [7.66, 6.38]
}

---

Record 4
{
  "formula": "C6H13N",
  "method": "wB97M-V/def2-TZVPD",
  "species": ["C", "C", "N", "C", "C", "C", "C", "H", "H", "H", "H", "H", "H", "H", "H", "H", "H", "H", "H", "H"],
  "coordinates": [[0.804049, -2.302273, 0.588780], [0.160436, -0.982117, 1.125390], [-2.200055, 0.564341, 0.122314], [-0.909286, 0.718414, -0.376089], [0.202691, 0.227240, 0.212406], [1.610036, 0.708795, -0.048616], [-0.810750, 1.614019, -1.597864], [0.626466, -2.354319, -0.486402], [0.138382, -3.078555, 0.997169], [1.781439, -2.623327, 0.938710], [-0.897343, -1.214103, 1.281105], [0.616442, -0.726919, 2.085799], [-2.180736, 0.310576, 1.104748], [-2.923477, 1.193764, -0.188848], [2.010947, -0.046276, -0.753970], [1.766644, 1.691568, -0.487762], [2.231634, 0.634770, 0.843161], [-0.498925, 2.575633, -1.121453], [0.178982, 1.460303, -2.041496], [-1.707584, 1.628469, -2.197082]],
  "forces_ev_per_angstrom": [[-1.7, -0.2, 0.4], [0.0, 0.5, 0.1], [0.5, -1.2, 0.2], [0.2, 0.6, -0.5], [0.0, -0.2, 0.3], [-0.1, -1.3, -1.1], [1.9, 0.8, 2.3], [0.6, 0.0, -0.1], [0.2, -0.1, -0.1], [0.4, 0.6, -0.4], [0.2, -0.1, 0.3], [-0.1, -0.1, 0.2], [-0.6, 0.4, -0.2], [0.2, 0.1, 0.1], [0.5, 0.4, 0.0], [-0.3, 0.1, 0.0], [-0.1, 0.1, 0.2], [-1.2, 0.3, -0.5], [-0.7, -0.7, -1.0], [0.1, 0.2, -0.3]],
  "lowdin_charge": [-0.130, -0.269, 0.031, -0.469, -0.334, -0.153, -0.290, 0.066, 0.049, 0.051, 0.069, 0.088, 0.038, 0.005, 0.068, 0.038, 0.058, 0.038, 0.033, 0.015],
  "spin_multiplicity": 2,
  "homo_ev": [1.39, -3.52],
  "charge": -1,
  "homo_lumo_gap_ev": [2.63, 7.40]
}

---

Record 5
{
  "formula": "C6H13N",
  "method": "wB97M-V/def2-TZVPD",
  "species": ["C", "C", "C", "C", "C", "N", "C", "H", "H", "H", "H", "H", "H", "H", "H", "H", "H", "H", "H", "H"],
  "coordinates": [[1.395871, 0.075746, -0.047600], [0.765595, 1.015518, 0.908366], [-0.545464, 0.920828, 1.333583], [-1.014774, 1.253960, 2.561414], [0.480652, -0.991648, -0.648333], [-0.300728, -0.462366, -1.738655], [-1.285337, -1.310671, -2.344139], [1.881875, 0.681677, -0.819830], [2.169078, -0.515335, 0.447417], [2.547727, 2.009630, 1.891117], [1.597267, 1.669129, 1.602394], [-1.265328, 0.300113, 0.799029], [-1.940072, 0.857053, 2.947176], [-0.367268, 1.785838, 3.248991], [-0.116856, -1.428871, 0.165040], [1.136575, -1.773667, -1.048216], [-0.510346, 0.517287, -1.656533], [-0.816949, -2.245578, -2.657029], [-2.147059, -1.540009, -1.702696], [-1.664458, -0.818634, -3.241494]],
  "forces_ev_per_angstrom": [[-0.6, -0.5, 0.4], [-0.4, 0.6, -0.7], [-1.0, -1.6, 0.7], [1.0, 0.5, 0.3], [0.2, 0.2, -0.4], [0.7, 0.1, 0.0], [-0.2, 0.3, -0.1], [0.3, -0.1, -0.1], [0.3, 0.5, 0.2], [-0.1, -0.4, 0.7], [0.8, 0.8, -0.6], [0.2, 0.0, -0.5], [-0.3, 0.3, -0.2], [0.0, -0.1, 0.1], [-0.1, -0.1, 0.0], [-0.2, -0.2, 0.0], [-0.4, 0.0, 0.0], [0.0, 0.0, 0.0], [0.0, -0.1, 0.1], [0.0, -0.1, 0.0]],
  "lowdin_charge": [-0.200, -0.100, -0.210, 0.064, -0.272, -0.143, -0.140, 0.126, 0.125, 0.049, -0.082, 0.099, 0.058, 0.065, 0.111, 0.115, 0.105, 0.079, 0.073, 0.078],
  "spin_multiplicity": 1,
  "homo_ev": -6.86,
  "charge": 0,
  "homo_lumo_gap_ev": 5.46
}

---

In the order shown, the computed relative energy (zero: lowest compared OMol25 entry of this formula, charge and spin) values come out to 206.6 0.0 48.4 97.3 635.0 kJ/mol.